A.
This record from the Open Molecules 2025 dataset describes a 3-piece molecular cluster, C3H11NO3 overall. The level of theory is wB97M-V/def2-TZVPD.

```
! wB97M-V def2-TZVPD RIJCOSX def2/J DEFGRID3
* xyz 0 1
C 2.705 -1.032 0.040
N 1.316 -0.919 0.437
C 0.546 0.210 0.128
C 1.313 1.464 -0.205
O -0.658 0.150 0.242
H 2.781 -0.860 -1.038
H 2.942 -2.111 0.066
H 3.389 -0.512 0.690
H 0.820 -1.520 1.069
H 1.829 1.166 -1.125
H 0.662 2.334 -0.260
H 2.078 1.686 0.527
O -2.781 1.717 -2.920
H -3.148 1.448 -2.067
H -3.484 1.520 -3.530
O -1.660 -1.534 2.411
H -1.793 -1.987 1.580
H -2.550 -1.689 2.749
*
```

Computed properties:
HOMO-LUMO gap in Ha: 0.375
SMILES: CNC(C)=O.O.O
Highest occupied orbital energy in eV: -9.35

B.
This record from the Open Molecules 2025 dataset describes a 3-piece molecular cluster, C3H11NO3 overall. The level of theory is wB97M-V/def2-TZVPD.

```
! wB97M-V def2-TZVPD RIJCOSX def2/J DEFGRID3
* xyz 0 1
C -0.970 0.406 -0.831
N -0.363 -0.739 -0.241
C -1.270 -1.776 0.303
C 0.872 -1.241 -0.493
O 1.681 -0.679 -1.211
H -0.189 1.045 -1.219
H -1.581 0.997 -0.161
H -1.614 0.164 -1.692
H -2.295 -1.606 -0.050
H -1.306 -1.652 1.387
H -1.088 -2.754 -0.114
H 1.120 -2.179 0.014
O -0.733 3.059 -0.385
H -0.573 3.543 0.427
H 0.087 3.143 -0.885
O 0.943 0.135 2.363
H 1.176 -0.491 1.661
H 1.556 0.846 2.143
*
```

Computed properties:
HOMO-LUMO gap in Ha: 0.361
SMILES: CN(C)C=O.O.O
Highest occupied orbital energy in eV: -9.27

Most stable structure, least stable structure: A, B.

A.
This record from the Open Molecules 2025 dataset describes a 3-piece molecular cluster, C3H11NO3 overall. The level of theory is wB97M-V/def2-TZVPD.

```
! wB97M-V def2-TZVPD RIJCOSX def2/J DEFGRID3
* xyz 0 1
C -0.831 -1.189 -0.887
C 0.704 -1.172 -0.726
N 1.084 -1.320 0.771
C 1.407 0.067 -1.226
O 0.811 1.060 -1.720
H -1.340 -2.140 -0.794
H -1.394 -0.436 -0.356
H -0.884 -0.943 -1.987
H 1.184 -2.104 -1.129
H 0.673 -0.569 1.326
H 0.703 -2.116 1.146
H 2.472 0.057 -1.040
O -0.602 0.800 2.234
H -0.789 1.617 1.756
H -0.804 0.939 3.171
O -0.796 2.428 0.213
H -1.388 2.984 -0.311
H -0.211 2.038 -0.439
*
```

Computed properties:
HOMO-LUMO gap in Ha: 0.361
SMILES: C[C@H](N)C=O.O.O
Highest occupied orbital energy in eV: -9.29

B.
This record from the Open Molecules 2025 dataset describes a 3-piece molecular cluster, C3H11NO3 overall. The level of theory is wB97M-V/def2-TZVPD.

```
! wB97M-V def2-TZVPD RIJCOSX def2/J DEFGRID3
* xyz 0 1
C -0.850 3.229 1.951
C 0.189 2.490 1.097
C -0.063 0.994 1.043
N -0.290 0.329 2.227
O -0.191 0.408 -0.009
H -1.849 3.058 1.545
H -0.618 4.298 1.885
H -0.822 2.900 2.980
H 0.250 2.786 0.053
H 1.139 2.657 1.589
H -0.257 0.759 3.130
H -0.185 -0.663 2.095
O -1.123 -2.725 -2.866
H -1.431 -3.567 -3.229
H -0.226 -2.680 -3.223
O 2.091 -3.507 -2.401
H 1.493 -3.316 -1.663
H 2.293 -2.609 -2.691
*
```

Computed properties:
HOMO-LUMO gap in Ha: 0.386
SMILES: CCC(N)=O.O.O
Highest occupied orbital energy in eV: -9.76

C.
This record from the Open Molecules 2025 dataset describes a 3-piece molecular cluster, C3H11NO3 overall. The level of theory is wB97M-V/def2-TZVPD.

```
! wB97M-V def2-TZVPD RIJCOSX def2/J DEFGRID3
* xyz 0 1
C -0.420 -1.313 -0.963
C -0.131 0.111 -1.428
N -1.029 1.091 -0.831
C 1.319 0.483 -1.172
O 2.224 0.012 -1.806
H -1.298 -1.718 -1.466
H -0.703 -1.302 0.089
H 0.384 -2.009 -1.140
H -0.255 0.211 -2.507
H -1.438 0.771 0.038
H -1.781 1.367 -1.438
H 1.530 1.242 -0.411
O -0.868 1.178 2.353
H -1.231 1.998 2.693
H -0.472 1.331 1.491
O 1.667 -0.929 1.990
H 0.745 -1.068 1.718
H 1.759 -1.455 2.790
*
```

Computed properties:
HOMO-LUMO gap in Ha: 0.373
SMILES: C[C@@H](N)C=O.O.O
Highest occupied orbital energy in eV: -9.49

D.
This record from the Open Molecules 2025 dataset describes a 3-piece molecular cluster, C3H11NO3 overall. The level of theory is wB97M-V/def2-TZVPD.

```
! wB97M-V def2-TZVPD RIJCOSX def2/J DEFGRID3
* xyz 0 1
C 0.504 -1.994 -1.172
N -0.044 -0.639 -1.058
C 0.822 0.445 -1.494
C 0.546 1.487 -0.461
O -0.059 2.516 -0.687
H -0.207 -2.710 -0.769
H 0.688 -2.195 -2.230
H 1.388 -2.120 -0.553
H -0.923 -0.583 -1.547
H 0.692 0.845 -2.508
H 1.891 0.210 -1.585
H 0.805 1.290 0.584
O -1.824 1.334 1.848
H -1.809 1.310 0.878
H -2.660 1.742 1.994
O 0.382 -0.318 2.652
H 0.265 -0.793 3.509
H -0.456 0.173 2.600
*
```

Computed properties:
HOMO-LUMO gap in Ha: 0.365
SMILES: CNCC=O.O.O
Highest occupied orbital energy in eV: -9.14

Most stable structure, least stable structure: B, D.

A.
This record from the Open Molecules 2025 dataset describes a 3-piece molecular cluster, C3H11NO3 overall. The level of theory is wB97M-V/def2-TZVPD.

```
! wB97M-V def2-TZVPD RIJCOSX def2/J DEFGRID3
* xyz 0 1
C 2.502 0.487 -1.463
C 1.576 1.697 -1.355
N 0.176 1.225 -1.604
C -0.542 0.690 -0.544
O -1.692 0.990 -0.335
H 2.336 0.010 -2.420
H 3.498 0.854 -1.211
H 2.279 -0.240 -0.681
H 1.709 2.398 -2.181
H 1.620 2.319 -0.461
H -0.439 1.975 -1.907
H -0.081 -0.100 0.062
O -2.243 -2.530 2.249
H -2.784 -1.805 2.485
H -2.795 -3.067 1.706
O 0.376 -1.427 1.988
H -0.462 -1.800 2.246
H 1.013 -2.136 2.156
*
```

Computed properties:
HOMO-LUMO gap in Ha: 0.372
SMILES: CCNC=O.O.O
Highest occupied orbital energy in eV: -9.42

B.
This record from the Open Molecules 2025 dataset describes a 2-piece molecular cluster, C3H11NO3 overall. The level of theory is wB97M-V/def2-TZVPD.

```
! wB97M-V def2-TZVPD RIJCOSX def2/J DEFGRID3
* xyz 0 1
N 1.252 0.427 0.917
C 0.352 -0.627 0.859
C -0.991 -0.351 1.504
O -0.827 -0.390 2.952
C -0.113 -0.841 -0.634
O -0.937 0.258 -1.083
H 2.038 0.593 1.512
H 1.251 1.171 0.172
H 0.891 -1.433 1.152
H -1.707 -1.208 1.244
H -1.575 0.589 1.257
H -1.443 0.201 3.362
H -0.777 -1.750 -0.642
H 0.640 -0.908 -1.596
H -0.529 1.059 -0.806
O 1.129 1.166 -3.764
H 0.319 0.809 -3.949
H 1.728 0.533 -3.339
*
```

Computed properties:
HOMO-LUMO gap in Ha: 0.357
SMILES: NC(CO)CO.O
Highest occupied orbital energy in eV: -8.95

Most stable structure, least stable structure: A, B.

A.
This record from the Open Molecules 2025 dataset describes a 3-piece molecular cluster, C3H11NO3 overall. The level of theory is wB97M-V/def2-TZVPD.

```
! wB97M-V def2-TZVPD RIJCOSX def2/J DEFGRID3
* xyz 0 1
C 2.181 0.839 0.440
N 1.113 0.921 -0.501
C 0.715 -0.174 -1.288
C -0.673 -0.159 -1.950
O -1.087 -1.299 -2.222
H 1.849 0.087 1.196
H 3.097 0.488 -0.138
H 2.362 1.801 0.946
H 1.314 1.756 -1.038
H 0.810 -1.170 -0.848
H 1.444 -0.261 -2.214
H -0.880 0.893 -2.314
O -0.128 -2.048 1.510
H -0.382 -2.720 2.102
H -0.706 -2.313 0.689
O -3.643 1.102 1.400
H -3.953 1.781 2.067
H -3.435 0.478 2.163
*
```

Computed properties:
HOMO-LUMO gap in Ha: 0.334
SMILES: CNCC=O.O.O
Highest occupied orbital energy in eV: -8.46

B.
This record from the Open Molecules 2025 dataset describes a 3-piece molecular cluster, C3H11NO3 overall. The level of theory is wB97M-V/def2-TZVPD.

```
! wB97M-V def2-TZVPD RIJCOSX def2/J DEFGRID3
* xyz 0 1
C -0.279 0.066 -0.572
C -1.426 -0.885 -0.237
N -2.613 -0.336 0.336
C -1.005 -2.133 0.519
O -0.063 -2.238 1.256
H -0.644 0.831 -1.222
H 0.058 0.565 0.343
H 0.572 -0.404 -1.059
H -1.685 -1.298 -1.206
H -2.522 0.189 1.171
H -3.117 0.177 -0.371
H -1.744 -2.949 0.397
O 1.986 2.697 1.396
H 1.522 2.170 2.054
H 1.270 2.926 0.790
O 3.085 0.192 -1.559
H 3.584 -0.495 -1.109
H 3.020 0.923 -0.927
*
```

Computed properties:
HOMO-LUMO gap in Ha: 0.371
SMILES: C[C@H](N)C=O.O.O
Highest occupied orbital energy in eV: -9.54

C.
This record from the Open Molecules 2025 dataset describes a 3-piece molecular cluster, C3H11NO3 overall. The level of theory is wB97M-V/def2-TZVPD.

```
! wB97M-V def2-TZVPD RIJCOSX def2/J DEFGRID3
* xyz 0 1
C -1.507 1.758 0.869
N -0.997 0.621 -0.240
C 0.320 0.955 -0.675
C -0.923 -0.699 0.396
O -0.767 1.618 1.874
H -1.285 2.648 0.244
H 0.306 1.880 -1.259
H 0.968 1.065 0.221
H 0.734 0.104 -1.211
H -1.781 -0.845 1.051
H -0.925 -1.463 -0.401
H 0.011 -0.844 0.945
H -2.593 1.644 1.009
H 1.440 -1.666 -0.645
O 0.798 -2.107 -1.351
H 1.170 -2.922 -1.716
H 2.964 -0.939 0.605
O 2.065 -0.807 0.283
*
```

Computed properties:
HOMO-LUMO gap in Ha: 0.182
Highest occupied orbital energy in eV: -9.18

Most stable structure, least stable structure: B, C.

A.
This record from the Open Molecules 2025 dataset describes a 3-piece molecular cluster, C2H10N2O2 overall. The level of theory is wB97M-V/def2-TZVPD.

```
! wB97M-V def2-TZVPD RIJCOSX def2/J DEFGRID3
* xyz 0 1
N -1.692 0.640 0.549
C -0.283 0.764 0.830
C 0.493 -0.184 1.395
N 1.893 -0.230 1.230
H -2.332 0.074 1.119
H -2.037 0.654 -0.380
H 0.115 1.830 0.756
H 0.098 -0.679 2.417
H 2.273 -0.865 1.950
H 2.356 0.653 1.160
O -1.524 0.220 -2.197
H -1.622 0.762 -2.906
H -0.553 0.113 -2.344
O 0.930 -1.006 -1.523
H 0.958 -0.827 -0.522
H 0.926 -1.919 -1.533
*
```

Computed properties:
HOMO-LUMO gap in Ha: 0.309
SMILES: N/C=C/N.O.O
Highest occupied orbital energy in eV: -7.45

B.
This record from the Open Molecules 2025 dataset describes a 2-piece molecular cluster, C2H10N2O2 overall. The level of theory is wB97M-V/def2-TZVPD.

```
! wB97M-V def2-TZVPD RIJCOSX def2/J DEFGRID3
* xyz 0 1
C -2.095 0.567 -0.376
N -0.879 -0.094 0.037
C -0.468 -1.193 -0.809
H -2.953 -0.116 -0.444
H -2.334 1.360 0.331
H -1.928 1.012 -1.359
H -0.861 -0.334 1.025
H -0.200 -0.793 -1.789
H -1.256 -1.947 -0.942
H 0.387 -1.699 -0.367
N 1.577 1.083 0.222
O 1.803 0.123 1.398
O 2.822 -0.803 1.055
H 2.153 1.864 0.525
H 0.578 1.291 0.324
H 3.654 -0.320 1.170
*
```

Computed properties:
HOMO-LUMO gap in Ha: 0.356
SMILES: CNC.NOO
Highest occupied orbital energy in eV: -8.67

C.
This record from the Open Molecules 2025 dataset describes a 2-piece molecular cluster, C2H10N2O2 overall. The level of theory is wB97M-V/def2-TZVPD.

```
! wB97M-V def2-TZVPD RIJCOSX def2/J DEFGRID3
* xyz 0 1
N 0.306 -0.898 1.738
C -0.781 -0.515 2.523
O -1.944 -1.342 2.350
H 0.453 -1.914 1.719
H 1.181 -0.566 2.054
H -0.511 -0.483 3.607
H -1.073 0.487 2.276
H -1.896 -2.008 1.627
N -0.422 1.365 -2.477
C 0.699 0.479 -2.560
O 1.918 0.802 -1.723
H -0.793 1.322 -1.625
H -0.128 2.264 -2.656
H 0.456 -0.564 -2.150
H 0.887 0.146 -3.584
H 1.648 1.426 -1.120
*
```

Computed properties:
HOMO-LUMO gap in Ha: 0.373
SMILES: NCO.NCO
Highest occupied orbital energy in eV: -9.44

Most stable structure, least stable structure: C, B.